{
  "formula": "C4H11NO3",
  "method": "the ωB97M-V functional and the def2-TZVPD basis",
  "gap_ha": 0.3790,
  "smiles": "CCC(=O)NCO.O",
  "mol_weight_g_mol": 121.14,
  "fmax_ev_per_a": 4.0,
  "multiplicity": 1,
  "species": ["O", "C", "N", "C", "O", "C", "C", "H", "H", "H", "H", "H", "H", "H", "H", "H", "H", "H", "O"],
  "positions_angstrom": [[0.70955, -0.80919, 1.38444], [0.30082, -0.29444, 0.33082], [-0.72502, 0.63468, 0.56498], [-0.69313, 1.76513, -0.34543], [-0.92192, 1.40419, -1.67314], [0.93723, -0.69339, -0.96729], [0.52454, -2.11121, -1.35473], [-0.98938, 0.80809, 1.54050], [-1.55738, 2.46051, -0.10190], [0.26067, 2.28141, -0.35644], [-1.77355, 1.01857, -1.88914], [0.96332, 0.00044, -1.81160], [2.02113, -0.52022, -0.83457], [0.08776, -2.69058, -0.51275], [-0.28115, -2.17004, -2.05803], [1.34490, -2.85079, -1.55205], [-0.56491, 0.06426, 3.12805], [0.64791, 0.72351, 3.19839], [-0.29139, 0.97907, 3.30991]],
  "forces_ev_per_angstrom": [[0.2, -0.7, -1.2], [-0.5, 0.7, 3.9], [0.7, -0.2, -2.7], [-3.0, 0.8, 0.1], [0.8, -0.1, -1.4], [1.5, 0.7, -0.9], [0.5, -2.0, 1.5], [0.7, 0.1, -0.7], [1.4, -0.4, 0.5], [0.1, 0.2, 0.1], [-0.2, 0.1, 0.7], [-1.6, 0.0, 0.0], [-0.1, -1.2, 0.9], [0.1, 0.9, 0.1], [0.0, 0.2, -0.9], [-0.4, 1.2, -0.6], [-0.7, 0.1, 0.3], [-0.1, 1.0, 0.1], [0.8, -1.1, 0.2]],
  "mulliken_charge": [-0.67, 0.16, -0.13, -0.46, -0.53, -0.11, -1.22, 0.31, 0.36, 0.30, 0.31, 0.38, 0.32, 0.34, 0.33, 0.30, 0.36, 0.35, -0.70]
}


{
  "formula": "C65H81F3N3O3P2S5SbSiSr",
  "method": "the ωB97M-V functional and the def2-TZVPD basis",
  "gap_ha": 0.2151,
  "total_charge": -2,
  "mol_weight_g_mol": 1469.12,
  "fmax_ev_per_a": 1.0,
  "multiplicity": 1,
  "species": ["Sr", "F", "C", "C", "C", "C", "C", "C", "Sb", "C", "C", "C", "C", "F", "C", "C", "C", "C", "C", "C", "F", "C", "C", "H", "H", "H", "H", "H", "H", "H", "H", "H", "H", "H", "H", "C", "C", "N", "C", "N", "C", "C", "C", "N", "C", "H", "H", "H", "H", "H", "H", "H", "H", "H", "H", "H", "H", "H", "S", "P", "S", "C", "C", "C", "C", "C", "C", "C", "C", "C", "C", "C", "C", "H", "H", "H", "H", "H", "H", "H", "H", "H", "H", "C", "C", "C", "C", "H", "H", "H", "H", "H", "H", "H", "H", "H", "S", "P", "S", "C", "C", "C", "C", "C", "C", "C", "C", "C", "C", "C", "C", "H", "H", "H", "H", "H", "H", "H", "H", "H", "H", "C", "C", "C", "C", "O", "Si", "S", "O", "C", "C", "C", "C", "O", "C", "C", "C", "C", "H", "H", "H", "H", "H", "H", "H", "H", "H", "H", "H", "H", "H", "H", "H", "H", "H", "H", "H", "H", "H", "H", "H", "H", "H", "H", "H"],
  "positions_angstrom": [[-1.14049, 0.09425, 0.27556], [6.51756, -0.74572, -5.00022], [5.83274, -0.56544, -3.84251], [6.52962, -0.57615, -2.65020], [5.81830, -0.41503, -1.47060], [4.43679, -0.24331, -1.47787], [3.77828, -0.20498, -2.70112], [4.46973, -0.37425, -3.89526], [3.35427, -0.06463, 0.40215], [4.84335, 1.50118, 0.91543], [4.53991, 2.77222, 0.42817], [5.37930, 3.85571, 0.64339], [6.53856, 3.64939, 1.36359], [7.37431, 4.69848, 1.57912], [6.87764, 2.41263, 1.86990], [6.01825, 1.34326, 1.64320], [4.50730, -1.65071, 1.33161], [5.00132, -2.71710, 0.58750], [5.67454, -3.76872, 1.19327], [5.84656, -3.73545, 2.56170], [6.52643, -4.74531, 3.16168], [5.35247, -2.70938, 3.33774], [4.67082, -1.67179, 2.71400], [7.60369, -0.70916, -2.65077], [6.35094, -0.42204, -0.52805], [2.70822, -0.03928, -2.72770], [3.96317, -0.36179, -4.85160], [3.62256, 2.91834, -0.13656], [5.14386, 4.84486, 0.27255], [7.79676, 2.29595, 2.43037], [6.27954, 0.37070, 2.04661], [4.85680, -2.73444, -0.48500], [6.06584, -4.60104, 0.62232], [5.50741, -2.73222, 4.40794], [4.25851, -0.86950, 3.31809], [0.29646, -5.08743, 2.00677], [0.82933, -3.83179, 2.66632], [1.57964, -3.00842, 1.70607], [1.74822, -3.35290, 0.38476], [2.03869, -2.43025, -0.49752], [2.18107, -2.87488, -1.87778], [1.27732, -4.05426, -2.19014], [1.63936, -5.18411, -1.25501], [1.75397, -4.69939, 0.11223], [1.44767, -5.63395, 1.18394], [-0.53276, -4.82615, 1.34581], [-0.04516, -5.80451, 2.75495], [1.50337, -4.10898, 3.48718], [0.02070, -3.23187, 3.07586], [1.40468, -2.01925, 1.81516], [3.22833, -3.13972, -2.09384], [1.91903, -2.03184, -2.51865], [1.37833, -4.37294, -3.22938], [0.24646, -3.75432, -2.00355], [2.58948, -5.64894, -1.55138], [0.86261, -5.95360, -1.29653], [2.32857, -5.74622, 1.83008], [1.22886, -6.60745, 0.74570], [-0.72189, 2.45798, 5.98261], [-0.14303, 0.63193, 5.54317], [0.07602, 0.07377, 3.65151], [1.42628, 0.24624, 6.44444], [2.36043, -0.63760, 5.91643], [3.53336, -0.90229, 6.61003], [3.78976, -0.27607, 7.82001], [2.86026, 0.61002, 8.34660], [1.68173, 0.86643, 7.66247], [-1.25266, -0.59504, 6.36771], [-1.15683, -1.95124, 6.07234], [-2.03313, -2.85640, 6.64976], [-3.00764, -2.41748, 7.53597], [-3.10028, -1.06768, 7.84127], [-2.23132, -0.15898, 7.25218], [2.16131, -1.10480, 4.95912], [4.25287, -1.60083, 6.20245], [4.71326, -0.47540, 8.35085], [3.05745, 1.10771, 9.28871], [0.95409, 1.56436, 8.05795], [-0.39862, -2.29256, 5.37860], [-1.97082, -3.90683, 6.39015], [-3.69662, -3.12450, 7.98309], [-3.86052, -0.71629, 8.52907], [-2.30080, 0.90176, 7.45779], [1.14128, 3.86125, -2.32893], [0.75802, 2.40557, -2.00500], [-0.23563, 1.91856, -3.06204], [0.18808, 2.27797, -0.58958], [1.63504, 3.94348, -3.30705], [1.82095, 4.26106, -1.57409], [0.24089, 4.47983, -2.34478], [1.66992, 1.79337, -2.07496], [-1.18926, 2.43842, -2.93564], [-0.41229, 0.84393, -2.94787], [0.12997, 2.10991, -4.07678], [-0.55852, 3.07382, -0.44366], [0.99741, 2.46878, 0.13208], [-4.37712, 3.28459, -1.47971], [-4.60081, 2.96647, 0.45140], [-3.63640, 1.49176, 1.38346], [-4.27606, 4.53057, 1.36472], [-3.43486, 4.55904, 2.46974], [-3.18436, 5.76107, 3.11946], [-3.76793, 6.93262, 2.66280], [-4.59234, 6.90862, 1.54430], [-4.84615, 5.71095, 0.89636], [-6.38081, 2.64862, 0.83430], [-6.74245, 2.23526, 2.11541], [-8.03506, 1.80836, 2.37224], [-8.97929, 1.79307, 1.35279], [-8.63324, 2.23834, 0.08627], [-7.33631, 2.66451, -0.17226], [-2.97394, 3.64092, 2.81264], [-2.52788, 5.77550, 3.98052], [-3.57640, 7.86928, 3.17336], [-5.02985, 7.82651, 1.16912], [-5.46747, 5.68253, 0.00915], [-5.98961, 2.22008, 2.89374], [-8.30173, 1.46353, 3.36417], [-9.97963, 1.42308, 1.54525], [-9.36874, 2.23897, -0.70976], [-7.04568, 2.99350, -1.16277], [-5.11117, -0.58843, -1.36603], [-5.39440, -2.06731, -1.59927], [-4.65168, -2.55661, -2.84223], [-6.90298, -2.27149, -1.75636], [-5.01211, -2.81182, -0.44597], [-3.63878, -3.61590, -0.02474], [-1.80674, -2.70235, -0.19020], [-3.47733, -4.95579, -0.97894], [-4.07231, -6.23818, -0.90956], [-3.47188, -7.02316, 0.26251], [-3.73324, -6.94562, -2.22279], [-5.59116, -6.13283, -0.74950], [-3.99142, -4.16225, 1.49049], [-4.53630, -3.45920, 2.61194], [-4.12005, -1.98853, 2.63168], [-6.06271, -3.56809, 2.56831], [-3.98693, -4.15531, 3.85666], [-5.51202, 0.02202, -2.17639], [-4.03757, -0.41350, -1.30347], [-5.56471, -0.25888, -0.43059], [-5.00690, -2.03695, -3.73316], [-4.78941, -3.63272, -2.96408], [-3.58285, -2.37039, -2.72253], [-7.28765, -1.71070, -2.60973], [-7.40767, -1.91944, -0.85480], [-7.12772, -3.33152, -1.89361], [-2.38999, -7.09838, 0.13220], [-3.90003, -8.02626, 0.32166], [-3.66346, -6.48312, 1.18770], [-2.65379, -6.92396, -2.37836], [-4.20827, -6.43578, -3.06307], [-4.07467, -7.98252, -2.19587], [-5.82038, -5.63185, 0.19150], [-6.05425, -7.12164, -0.75742], [-6.00614, -5.53910, -1.56588], [-4.52603, -1.46544, 1.76629], [-3.03119, -1.91206, 2.60425], [-4.47806, -1.49091, 3.53358], [-6.41757, -3.16444, 1.62051], [-6.50509, -2.99763, 3.38712], [-6.37567, -4.61210, 2.64990], [-2.89847, -4.07283, 3.85977], [-4.25622, -5.21411, 3.84879], [-4.37922, -3.68733, 4.76089]],
  "forces_ev_per_angstrom": [[-0.1, 0.8, 0.5], [0.0, 0.0, 0.0], [-0.1, 0.0, 0.1], [0.1, 0.0, 0.0], [0.0, 0.0, -0.1], [-0.4, -0.1, 0.2], [0.1, 0.0, 0.1], [0.0, 0.0, -0.1], [0.8, 0.3, 0.0], [-0.4, -0.2, 0.1], [-0.1, -0.1, 0.0], [0.1, 0.1, 0.0], [-0.1, -0.1, 0.0], [0.0, 0.0, 0.0], [0.1, 0.1, 0.0], [-0.1, -0.1, 0.0], [-0.3, 0.2, 0.0], [0.0, 0.0, 0.0], [0.0, -0.1, 0.0], [-0.1, 0.1, -0.1], [0.0, 0.0, 0.0], [0.1, 0.0, 0.1], [0.0, 0.0, -0.1], [0.0, 0.0, 0.0], [0.0, 0.0, 0.0], [0.0, 0.0, -0.1], [0.0, 0.0, 0.0], [0.0, 0.1, 0.0], [0.0, 0.0, 0.0], [0.0, 0.0, 0.0], [0.0, 0.0, 0.0], [0.0, 0.0, 0.0], [0.0, 0.0, 0.0], [0.0, 0.0, 0.0], [0.0, 0.0, 0.1], [0.1, 0.1, -0.1], [0.1, 0.0, 0.1], [-0.4, 0.0, -0.2], [0.6, 0.0, -0.5], [-0.6, -0.4, 0.5], [-0.1, 0.1, 0.2], [0.1, 0.1, 0.1], [0.1, -0.1, -0.1], [-0.3, 0.0, 0.1], [0.1, 0.0, 0.1], [-0.1, -0.1, 0.0], [0.0, 0.0, 0.0], [-0.1, 0.1, 0.0], [-0.1, 0.1, 0.1], [0.2, 0.0, 0.1], [0.0, 0.1, -0.1], [0.1, -0.1, 0.0], [0.0, 0.0, 0.0], [-0.1, 0.0, 0.0], [-0.1, 0.0, -0.1], [0.0, 0.0, 0.1], [0.0, -0.1, 0.0], [0.0, 0.0, -0.1], [0.0, 0.1, 0.0], [-0.1, -0.2, 0.5], [0.1, -0.3, -0.7], [-0.1, 0.1, -0.3], [0.0, 0.0, 0.1], [0.0, -0.1, 0.0], [0.0, 0.0, 0.1], [0.0, 0.0, 0.0], [0.0, 0.0, 0.1], [-0.1, 0.2, -0.2], [0.0, 0.0, 0.1], [0.1, -0.1, 0.0], [0.0, 0.0, 0.1], [0.0, 0.0, 0.0], [0.1, 0.0, 0.0], [0.0, 0.0, 0.0], [0.0, 0.0, 0.0], [0.0, 0.0, 0.0], [0.0, 0.0, 0.0], [0.0, 0.0, 0.0], [0.0, 0.0, -0.1], [0.0, 0.0, 0.0], [0.0, 0.0, 0.0], [0.0, 0.0, 0.0], [0.0, 0.0, 0.0], [0.2, -0.3, -0.3], [-0.2, 0.5, 0.3], [0.2, 0.0, 0.1], [0.0, -0.8, -0.2], [0.0, 0.1, 0.0], [0.0, 0.0, 0.0], [0.0, 0.0, 0.0], [0.0, 0.0, 0.0], [0.0, 0.0, 0.0], [-0.1, 0.0, -0.1], [-0.1, -0.1, -0.1], [0.0, 0.0, 0.0], [0.0, 0.1, 0.1], [0.1, -0.1, -0.1], [-0.2, 0.3, -0.1], [0.3, -0.4, 0.1], [0.1, -0.2, -0.1], [-0.1, 0.0, 0.0], [0.0, 0.1, 0.0], [0.0, 0.0, 0.0], [-0.1, 0.0, 0.0], [0.0, 0.0, 0.0], [0.2, -0.2, -0.1], [0.0, 0.1, 0.0], [0.0, 0.0, 0.1], [0.0, 0.0, 0.0], [-0.1, 0.0, 0.0], [0.0, 0.1, 0.0], [0.0, 0.0, 0.0], [0.0, 0.0, 0.0], [0.0, 0.0, 0.0], [0.0, 0.0, 0.0], [0.0, 0.0, 0.0], [0.0, -0.1, 0.0], [0.0, 0.0, 0.0], [0.0, 0.0, 0.0], [0.0, 0.0, 0.0], [0.0, -0.1, 0.0], [0.0, -0.2, 0.1], [-0.2, 0.2, -0.3], [0.0, -0.1, 0.2], [0.1, -0.1, 0.1], [0.0, 0.1, 0.0], [0.1, 0.0, 0.0], [0.2, 0.3, -0.1], [-0.1, -0.3, 0.0], [-0.1, -0.3, 0.0], [0.0, 0.2, -0.1], [0.0, 0.2, 0.1], [0.2, 0.1, 0.0], [-0.1, 0.0, 0.1], [-0.1, 0.1, 0.3], [0.1, -0.2, -0.2], [0.2, 0.0, -0.1], [0.0, 0.0, -0.2], [0.0, 0.0, 0.0], [0.0, 0.0, 0.0], [0.0, 0.0, 0.0], [0.0, 0.0, 0.0], [0.0, 0.0, -0.1], [0.0, 0.0, -0.1], [0.0, 0.0, 0.0], [0.0, 0.0, 0.0], [0.0, 0.0, 0.0], [0.0, 0.0, 0.0], [0.0, 0.0, 0.0], [0.0, -0.1, 0.1], [0.0, 0.0, 0.0], [0.0, 0.0, 0.0], [0.0, 0.0, 0.0], [-0.1, 0.0, 0.0], [0.0, 0.0, 0.0], [0.0, 0.0, 0.0], [0.0, 0.1, 0.0], [0.0, 0.0, 0.0], [0.0, 0.0, 0.0], [-0.1, 0.0, 0.0], [0.0, 0.0, 0.0], [0.0, 0.0, 0.0], [0.0, 0.0, 0.1], [0.0, 0.0, 0.0], [0.0, 0.0, 0.0]],
  "mulliken_charge": [2.78, -0.37, 0.27, -0.85, -0.23, 0.38, -0.56, -0.88, 0.39, 0.13, -0.47, -0.66, 0.40, -0.36, -0.79, 0.00, 0.75, -0.35, -0.84, 0.40, -0.40, -0.95, -0.57, 0.46, 0.40, 0.59, 0.48, 0.24, 0.47, 0.43, 0.29, 0.05, 0.44, 0.40, 0.80, 0.26, -0.16, 1.20, -2.18, 1.20, -0.79, -0.44, -0.77, 1.12, -1.30, -0.32, 0.49, 0.28, -0.39, -0.12, 0.04, 0.12, 0.54, -0.10, 0.24, 0.47, 0.20, 0.51, -0.57, 0.34, -0.28, 0.36, 0.02, -0.34, -0.59, -0.56, -0.76, 0.32, -0.12, -0.51, -0.46, -0.62, -0.38, 0.14, 0.29, 0.37, 0.36, 0.32, 0.09, 0.32, 0.38, 0.39, 0.31, -1.74, 2.67, -1.58, -1.45, 0.40, 0.33, 0.40, -1.06, 0.26, 0.26, 0.41, 0.22, 0.23, -0.48, 0.36, -0.64, 0.58, -0.57, -0.67, -0.31, -0.65, -0.58, 0.31, -0.51, -0.71, -0.38, -0.58, -0.33, 0.42, 0.44, 0.36, 0.35, 0.35, 0.42, 0.38, 0.36, 0.37, 0.35, -1.32, 2.08, -1.61, -1.99, 0.66, -3.49, 0.45, 0.59, 1.90, -1.36, -1.87, -1.35, 0.93, 1.96, -0.91, -1.79, -1.67, 0.58, -0.01, 0.15, 0.50, 0.24, 0.23, 0.39, 0.34, 0.37, 0.24, 0.49, 0.05, 0.30, 0.37, 0.41, 0.10, 0.55, 0.16, -0.17, -0.02, 0.58, 0.10, 0.45, 0.39, 0.02, 0.46, 0.40]
}